96
Properties=species:S:1:pos:R:3:forces:R:3:mulliken_charge:R:1 method="wB97M-V/def2-TZVPD" total_energy_ha=-2019.783447 total_charge=+1 lumo_ev=-2.17
C 7.0016 -0.0865 -0.4140 0.0 -0.1 -0.1 -0.85
C 5.8316 0.7844 -0.8477 0.1 0.0 -0.2 -0.30
O 4.5769 0.0809 -0.7491 0.0 0.0 0.0 -0.33
C 4.4712 -0.9587 -1.6506 0.0 0.0 -0.1 -1.09
N 3.0313 -1.0077 -2.0868 0.0 0.1 0.1 0.21
C 2.1314 -1.5295 -0.9610 0.0 0.0 0.0 -0.37
C 0.9954 -0.5919 -0.5063 -0.2 -0.1 0.1 0.37
O 0.6312 0.3798 -1.4660 0.1 0.0 0.0 -0.38
C 1.7760 1.1302 -1.8052 0.1 0.0 0.0 -0.49
C 2.6095 0.2917 -2.7461 0.0 0.0 -0.1 -0.58
H 7.8100 0.4970 0.0262 -0.1 0.1 0.0 0.40
H 6.6746 -0.8204 0.3256 0.0 0.1 0.1 0.31
H 7.4021 -0.6255 -1.2749 0.0 -0.1 0.1 0.01
H 5.7119 1.6848 -0.2492 0.0 -0.1 0.1 0.38
H 5.9491 1.0826 -1.8970 0.1 0.1 0.1 0.33
H 5.0860 -0.8246 -2.5451 -0.1 0.0 0.1 0.76
H 4.6892 -1.9356 -1.2068 0.0 0.0 0.0 0.49
H 2.9951 -1.7084 -2.8231 0.1 -0.1 0.1 0.46
H 1.7451 -2.4940 -1.2846 0.0 0.2 -0.1 0.47
H 2.7867 -1.7156 -0.1134 0.0 0.0 -0.1 0.17
H 0.1211 -1.2087 -0.3010 0.2 0.2 -0.1 -0.71
H 1.2716 -0.1020 0.4339 0.1 0.0 -0.1 0.33
H 1.4716 2.0536 -2.2972 -0.1 -0.1 0.0 0.45
H 2.3464 1.3799 -0.9041 0.0 0.1 -0.1 0.32
H 2.0013 0.0137 -3.6076 0.0 0.1 0.0 0.42
H 3.5066 0.7966 -3.1017 0.0 0.0 0.1 0.33
O 0.3982 -3.4510 0.0788 -0.1 -0.2 0.1 -0.64
C -0.7572 -3.3789 0.4475 0.0 0.0 0.1 0.98
O -1.0785 -2.4070 1.2996 -0.1 0.0 -0.1 -0.35
C -2.4477 -2.1679 1.7322 -0.1 0.0 0.0 -0.16
C -2.8626 -3.1034 2.8381 0.1 -0.1 0.0 -0.94
C -1.7983 -4.3346 -0.0542 -0.2 0.0 -0.2 -1.38
H -3.1187 -2.2077 0.8743 0.0 0.0 0.0 0.15
H -2.4220 -1.1359 2.0764 0.0 0.0 0.0 0.39
H -2.8659 -4.1419 2.5042 0.0 0.0 0.0 0.26
H -3.8656 -2.8479 3.1782 0.0 0.0 0.0 0.27
H -2.1813 -3.0200 3.6852 0.0 0.0 0.0 0.32
H -1.7661 -5.2587 0.5232 0.0 0.1 0.1 0.35
H -1.5285 -4.5812 -1.0791 0.0 -0.1 0.0 0.38
H -2.8109 -3.9428 -0.0350 0.0 0.0 0.0 0.38
O -5.3750 -2.1043 4.6237 0.0 0.0 0.1 -0.61
C -5.6829 -0.9513 4.7817 0.0 0.0 -0.1 0.83
O -6.2030 -0.2848 3.7365 0.0 0.0 0.1 -0.36
C -6.7050 1.0598 3.8474 0.0 0.0 0.0 -0.60
C -5.6106 2.0983 3.7661 0.0 -0.1 -0.1 -0.68
C -5.4437 -0.2431 6.0926 -0.1 0.0 0.0 -1.03
H -7.3009 1.1612 4.7554 0.0 0.0 0.0 0.40
H -7.3882 1.1479 3.0047 0.0 0.0 0.0 0.35
H -4.9057 2.0208 4.5931 0.0 0.0 0.0 0.25
H -6.0354 3.1012 3.7895 0.0 0.0 0.0 0.28
H -5.0562 1.9902 2.8337 0.0 0.0 0.0 0.26
H -4.3997 0.0728 6.1125 0.0 0.0 0.0 0.25
H -5.5912 -0.9667 6.8897 0.0 0.0 0.0 0.33
H -6.0674 0.6283 6.2627 0.0 0.0 0.0 0.31
O 6.6377 -1.2728 -3.7881 -0.1 0.0 -0.1 -0.57
C 7.5907 -1.9084 -4.1790 0.2 0.0 0.1 0.79
O 8.3286 -2.5420 -3.2616 -0.1 0.0 -0.1 -0.40
C 9.4442 -3.3933 -3.6027 0.0 0.0 0.0 -0.42
C 10.7103 -2.6032 -3.8400 0.0 0.0 0.0 -1.00
C 7.9759 -1.9436 -5.6333 -0.1 0.0 0.0 -1.18
H 9.1853 -4.0269 -4.4505 0.0 0.0 0.0 0.38
H 9.5467 -4.0394 -2.7337 0.0 0.0 0.0 0.34
H 10.6186 -1.9367 -4.6975 0.0 0.0 0.0 0.28
H 11.5376 -3.2871 -4.0298 0.0 0.0 0.0 0.38
H 10.9528 -2.0049 -2.9624 0.0 0.0 0.0 0.31
H 8.5413 -1.0354 -5.8471 0.0 0.0 0.0 0.31
H 7.0638 -1.9155 -6.2232 0.0 0.0 0.0 0.34
H 8.5767 -2.7987 -5.9232 0.0 0.0 0.0 0.36
O -4.3175 4.8487 4.3124 0.1 0.0 0.0 -0.55
C -4.5816 6.0124 4.4555 0.0 0.0 -0.1 0.79
O -5.1144 6.6757 3.4093 0.0 0.0 0.1 -0.37
C -5.5606 8.0382 3.4995 0.0 0.0 0.0 -0.42
C -4.4262 9.0255 3.3353 0.0 0.0 0.0 -0.95
C -4.2875 6.7420 5.7436 0.0 0.0 0.0 -1.03
H -6.1115 8.1972 4.4267 0.0 0.0 0.0 0.37
H -6.2723 8.1320 2.6814 0.0 0.0 0.0 0.31
H -3.6937 8.9369 4.1375 0.0 0.0 0.0 0.27
H -4.8181 10.0431 3.3443 0.0 0.0 0.0 0.35
H -3.9181 8.8592 2.3858 0.0 0.0 0.0 0.30
H -3.2340 7.0246 5.7317 0.0 0.0 0.0 0.27
H -4.4357 6.0415 6.5610 0.0 0.0 0.0 0.31
H -4.8808 7.6346 5.9123 0.0 0.0 0.0 0.36
O -5.2793 -3.0336 -1.8333 0.0 0.0 0.0 -0.55
C -4.3851 -2.7631 -2.5803 0.1 0.1 0.0 0.78
O -3.3830 -1.9762 -2.1055 0.0 0.0 0.1 -0.31
C -2.1476 -1.7669 -2.7963 0.1 0.0 0.0 0.15
C -2.2149 -0.6859 -3.8535 -0.2 0.0 0.0 -1.18
C -4.3497 -3.2171 -4.0177 0.0 -0.1 0.0 -1.05
H -1.7778 -2.7128 -3.1995 0.0 0.0 0.0 0.39
H -1.4654 -1.4597 -2.0035 0.1 0.0 0.0 -0.14
H -2.8942 -0.9513 -4.6627 0.0 0.0 0.0 0.36
H -1.2238 -0.5233 -4.2797 0.0 0.0 0.0 0.28
H -2.5594 0.2494 -3.4134 0.0 0.0 0.0 0.32
H -4.9671 -2.5310 -4.5993 0.0 0.0 0.0 0.29
H -4.8071 -4.2018 -4.0679 0.0 0.0 0.0 0.33
H -3.3581 -3.2477 -4.4574 0.0 0.0 0.0 0.34


104
Properties=species:S:1:pos:R:3:forces:R:3:mulliken_charge:R:1 method="wB97M-V/def2-TZVPD" total_energy_ha=-7859.676676 total_charge=-1 lumo_ev=1.85
C 1.8350 6.2707 -1.7218 -0.6 1.0 0.2 -0.46
C 2.3458 5.1970 -1.8931 0.6 -1.3 -0.1 -0.65
In 3.2089 3.2132 -2.2650 -0.2 0.4 -0.4 1.13
C 2.1609 2.3565 -4.0538 0.0 -0.6 0.9 -1.03
N 1.7563 0.9354 -3.8448 0.1 0.0 -0.2 -0.41
C 5.3262 3.4242 -2.8766 -0.2 0.0 -0.1 -1.29
C 5.7437 2.3871 -3.9167 0.4 0.3 0.4 -0.87
C 5.4343 0.9339 -3.5615 -0.2 0.0 -0.7 0.01
S 6.7605 0.0181 -2.8531 -0.2 -0.4 -0.2 1.23
O 6.2602 -0.8933 -1.8665 0.0 0.0 0.4 -0.58
O 7.5863 -0.5275 -3.8852 0.2 0.3 -0.3 -0.68
O 7.6058 1.1502 -2.1329 0.4 -0.1 0.2 -0.43
C 2.8001 1.8083 -0.5726 0.2 0.4 -0.1 -0.59
Br 0.9446 1.2912 -0.3855 0.7 0.5 -0.1 -0.20
C 3.6000 1.2577 0.3328 -0.5 -0.1 -0.1 0.78
C 3.2576 0.2645 1.4009 0.3 -0.1 -0.2 -1.12
Br 5.4381 1.8078 0.3517 0.2 0.1 0.1 -0.25
H 1.3079 7.1798 -1.5509 0.1 0.0 0.0 0.36
H 1.2605 2.9381 -4.2175 -0.1 0.2 -0.3 0.36
H 2.8336 2.4359 -4.9055 0.0 0.2 -0.2 0.30
H 1.9552 0.3807 -4.6670 -0.1 0.0 -0.1 0.22
H 2.2758 0.4998 -3.0943 0.0 0.0 0.1 0.14
H 6.0400 3.4637 -2.0598 0.0 -0.1 0.2 0.34
H 5.3961 4.3892 -3.3798 -0.1 0.2 0.1 0.40
H 5.2681 2.6223 -4.8630 -0.2 -0.1 -0.2 0.47
H 6.8177 2.4800 -4.0828 0.1 -0.1 -0.3 0.45
H 5.2411 0.3785 -4.4763 -0.1 -0.2 -0.1 0.35
H 4.5668 0.8193 -2.9195 0.0 0.0 0.3 -0.14
H 7.5736 0.9831 -1.1808 -0.3 0.2 0.2 0.18
H 2.4869 0.6378 2.0645 -0.1 0.0 0.2 0.36
H 4.1381 -0.0291 1.9590 0.1 0.0 0.2 0.47
H 2.8676 -0.6319 0.9231 -0.1 -0.1 0.0 0.07
C -0.7016 -0.6307 2.2023 -0.4 1.0 0.4 0.37
O 0.2447 -0.6494 2.9705 0.7 -0.3 1.3 -0.74
N -1.9856 -0.7604 2.5807 -0.3 -0.1 0.5 0.02
C -3.0719 -0.7324 1.6209 0.1 0.0 0.1 0.87
C -2.2917 -0.9415 3.9871 0.0 0.0 -0.1 -1.06
H -0.5810 -0.5108 1.1139 -0.5 1.0 2.1 0.11
H -3.7650 0.0776 1.8503 -0.1 0.0 0.0 0.10
H -3.6222 -1.6753 1.6469 -0.1 0.0 0.0 0.27
H -2.6659 -0.5897 0.6208 -0.1 0.0 0.3 -0.85
H -1.9309 -0.0901 4.5671 0.0 0.0 0.0 0.32
H -1.8041 -1.8387 4.3702 0.0 0.0 0.1 0.32
H -3.3682 -1.0400 4.1062 0.0 0.0 0.0 0.31
C -6.5373 1.5256 2.6342 -0.3 -0.3 0.1 0.07
O -6.2924 0.4114 2.1888 0.1 0.2 0.1 -0.65
N -7.0460 2.5207 1.9017 -0.2 0.2 0.0 0.18
C -7.4466 3.7898 2.4715 0.2 -0.1 -0.2 -0.93
C -7.1583 2.2963 0.4654 0.0 -0.2 0.2 -0.80
H -6.3864 1.7853 3.6954 0.0 0.0 0.0 0.32
H -8.5062 3.9732 2.2827 0.0 0.0 0.0 0.34
H -6.8656 4.6023 2.0328 0.0 0.1 0.0 0.35
H -7.2783 3.7803 3.5465 0.0 0.0 0.0 0.29
H -7.7661 1.4098 0.2747 0.0 0.1 0.0 0.27
H -6.1583 2.1413 0.0763 -0.1 0.0 -0.3 0.12
H -7.5972 3.1606 -0.0238 0.0 0.1 0.1 0.37
C -6.6447 -2.5733 3.3812 0.2 0.1 0.0 0.62
O -5.6329 -3.2425 3.4976 0.0 0.0 0.0 -0.69
N -7.8720 -3.0170 3.7343 -0.2 0.0 0.0 0.10
C -9.0481 -2.1898 3.5771 0.1 -0.1 0.1 -0.78
C -8.0031 -4.3546 4.2810 0.1 0.1 -0.1 -0.95
H -6.6475 -1.5467 2.9821 0.1 -0.1 0.0 0.02
H -9.5320 -2.0174 4.5421 0.0 0.0 0.0 0.32
H -9.7685 -2.6648 2.9063 0.0 0.0 0.0 0.33
H -8.7585 -1.2300 3.1537 0.0 0.0 0.0 0.18
H -7.4094 -4.4545 5.1904 0.0 0.0 0.0 0.28
H -7.6444 -5.0955 3.5655 0.0 0.0 0.0 0.28
H -9.0486 -4.5490 4.5088 0.0 0.0 0.0 0.38
C -4.0893 1.8058 -1.4691 0.3 0.2 0.3 -0.04
O -4.8240 2.7776 -1.5355 -0.1 -0.1 -0.3 -0.70
N -3.9425 0.8579 -2.4031 0.0 -0.1 0.0 0.23
C -3.0245 -0.2428 -2.1761 -0.1 0.0 -0.3 0.06
C -4.6932 0.9540 -3.6406 0.0 0.1 0.1 -1.06
H -3.4483 1.6294 -0.5906 0.0 0.0 0.0 0.50
H -2.2354 -0.2432 -2.9301 0.1 0.0 0.0 0.45
H -3.5528 -1.1991 -2.2114 0.0 0.0 0.0 0.37
H -2.5624 -0.1356 -1.2004 0.1 0.0 -0.2 -1.01
H -4.4527 1.8821 -4.1599 0.0 0.0 0.0 0.31
H -5.7652 0.9501 -3.4377 0.0 0.0 0.0 0.28
H -4.4425 0.1086 -4.2758 0.0 0.0 0.0 0.41
C 0.2227 -1.8115 0.0370 1.1 -1.5 -0.8 -0.17
O -0.5963 -0.9477 -0.2022 -0.7 -1.4 -3.6 -0.23
N 0.5609 -2.7938 -0.8192 -0.2 0.4 0.2 0.21
C 1.5513 -3.7968 -0.4887 0.0 0.0 -0.1 -1.02
C -0.0914 -2.8332 -2.1155 0.0 0.1 0.0 -0.84
H 0.7735 -1.8550 0.9909 -0.1 0.1 -0.1 0.31
H 2.3841 -3.7605 -1.1940 0.0 0.0 0.0 0.36
H 1.1102 -4.7957 -0.5168 0.0 0.0 0.0 0.37
H 1.9356 -3.6139 0.5120 0.0 0.0 0.0 0.36
H 0.0993 -1.9099 -2.6637 0.0 0.0 0.0 0.22
H -1.1706 -2.9383 -1.9942 0.0 0.0 0.0 0.24
H 0.2917 -3.6768 -2.6839 0.0 0.0 0.0 0.41
C 10.9310 -1.6735 1.6221 0.1 0.0 0.0 0.12
O 11.2024 -1.6374 2.8082 0.0 0.0 0.0 -0.60
N 9.6910 -1.5896 1.1157 -0.1 0.0 -0.1 0.14
C 9.4300 -1.6438 -0.3107 -0.1 -0.1 0.2 -0.62
C 8.5690 -1.4380 2.0291 0.1 0.0 0.0 -1.00
H 11.7063 -1.7840 0.8438 0.0 0.0 0.0 0.25
H 8.9369 -0.7310 -0.6374 0.0 0.0 -0.1 0.14
H 8.7792 -2.4862 -0.5462 0.0 0.0 -0.1 0.31
H 10.3634 -1.7528 -0.8580 0.0 0.0 0.0 0.28
H 8.6821 -0.5295 2.6207 0.0 0.0 0.0 0.29
H 8.5231 -2.2833 2.7160 0.0 0.0 0.0 0.31
H 7.6464 -1.3848 1.4563 0.0 0.0 0.0 0.41